1.
39
Properties=species:S:1:pos:R:3:forces:R:3 method="wB97M-V/def2-TZVPD" relative_energy_kcal_mol=22.6 gap_ev=9.5 e_homo_ha=-0.35847 energy_ha=-993.7373
O 2.730 -1.860 0.010 -0.075 0.287 0.212
H 3.000 -2.237 0.854 -0.101 -0.036 -0.115
H 1.978 -1.283 0.219 0.166 -0.206 -0.181
O 0.062 -3.932 -0.833 0.030 0.023 0.004
H -0.337 -3.089 -0.576 -0.056 -0.272 -0.036
H -0.211 -4.538 -0.139 0.019 0.080 0.007
O 0.192 -0.140 -1.055 -0.027 0.256 0.607
H 0.141 0.829 -0.964 -0.058 -0.340 -0.217
H -0.272 -0.507 -0.287 -0.001 0.179 -0.135
O 0.662 -2.022 -3.105 0.283 -0.031 0.024
H 1.134 -2.780 -2.735 -0.177 0.082 -0.012
H 0.681 -1.363 -2.394 -0.092 -0.020 -0.166
O -2.086 -2.818 1.008 -0.640 0.282 0.040
H -2.743 -2.094 0.959 0.633 -0.407 -0.027
H -2.595 -3.600 1.253 0.110 0.098 -0.043
O 2.903 2.235 -1.003 -0.546 0.015 0.459
H 2.338 2.035 -0.220 0.499 0.169 -0.369
H 3.569 2.851 -0.682 -0.013 -0.108 -0.069
O 1.749 1.490 -3.505 0.177 0.043 0.311
H 2.031 0.655 -3.899 -0.173 0.018 0.104
H 2.229 1.547 -2.655 -0.076 -0.004 -0.424
O -2.005 -0.414 3.302 -0.133 0.174 -0.098
H -2.814 -0.245 3.796 0.107 -0.049 -0.092
H -2.239 -0.327 2.362 -0.101 -0.137 0.304
O 0.490 -0.753 2.294 0.205 0.321 0.300
H -0.172 -0.779 3.013 0.074 -0.014 -0.400
H 1.344 -0.694 2.741 -0.114 -0.076 -0.077
O -0.328 2.863 -1.561 0.076 0.168 0.031
H -0.536 2.729 -2.498 0.166 -0.140 0.188
H 0.580 3.209 -1.564 -0.152 -0.235 -0.039
O 1.372 2.206 1.337 -0.370 -0.314 0.246
H 0.795 1.472 1.627 0.228 0.158 -0.130
H 0.872 3.011 1.510 0.070 -0.125 -0.028
O -1.855 2.286 0.921 0.357 0.386 -0.550
H -1.499 2.597 0.059 -0.014 -0.149 0.347
H -1.730 3.022 1.531 -0.228 -0.128 -0.027
O -2.996 -0.164 0.485 -0.090 0.695 -0.003
H -3.675 -0.192 -0.201 0.158 0.000 0.110
H -2.760 0.791 0.597 -0.122 -0.641 -0.055

=====

2.
39
Properties=species:S:1:pos:R:3:forces:R:3 method="wB97M-V/def2-TZVPD" relative_energy_kcal_mol=80.5 gap_ev=9.6 e_homo_ha=-0.35652 energy_ha=-993.6450
H -0.479 0.253 0.064 -0.111 0.191 -0.313
H -0.815 0.536 -1.390 -0.141 -0.219 0.355
H 0.140 -2.291 0.299 0.113 0.238 -0.434
H 0.507 -3.295 1.380 0.164 -0.099 -0.036
H 2.831 -3.136 -4.045 0.049 -0.046 0.122
H 1.478 -2.621 -3.581 -0.062 -0.045 0.128
H -3.746 -0.887 -2.340 0.125 0.022 0.035
H -3.661 -2.377 -2.626 0.086 0.073 -0.043
H 1.402 -0.704 3.914 0.053 0.074 0.079
H 2.092 0.195 4.927 -0.053 -0.049 -0.058
H -3.034 0.743 1.433 0.001 0.033 -0.270
H -2.571 2.081 0.880 -0.143 -0.311 0.079
H 0.318 2.418 0.111 0.269 -0.206 -0.010
H -0.931 3.280 0.189 0.103 0.068 -0.186
H 2.180 -0.122 -0.886 -0.372 0.248 0.296
H 1.984 -0.493 0.575 0.060 -0.041 -0.091
H -0.296 0.850 -3.520 0.052 0.015 -0.083
H 0.266 1.900 -2.577 0.101 0.106 0.072
H 2.924 -0.639 -3.910 -0.036 0.020 0.402
H 2.710 -0.516 -2.410 0.150 -0.180 -0.717
H -3.021 1.262 3.528 0.094 0.041 0.072
H -3.515 2.684 3.734 0.052 0.009 -0.062
H -1.820 -2.087 1.164 -0.193 0.161 -0.164
H -2.366 -2.305 2.565 -0.081 0.032 -0.019
H 3.081 2.141 2.310 -0.083 -0.088 -0.174
H 2.074 3.164 2.810 -0.032 -0.077 0.019
O -0.370 -0.104 -0.824 -0.889 -0.809 -0.188
O 0.786 -2.974 0.515 -0.189 0.072 0.326
O 2.409 -2.643 -3.332 -0.225 -0.398 -0.327
O -3.233 -1.538 -2.832 -0.176 -0.067 0.021
O 1.720 -0.688 4.824 -0.021 0.034 -0.079
O -2.897 1.216 0.605 -0.082 -0.114 -0.161
O -0.515 2.592 -0.342 0.031 0.475 0.111
O 1.906 0.246 -0.038 1.204 0.147 0.645
O 0.528 1.279 -3.265 -0.326 0.076 -0.163
O 3.138 -0.079 -3.155 0.432 0.494 0.097
O -2.874 2.168 3.233 -0.089 0.056 0.332
O -2.458 -1.733 1.794 0.140 -0.084 0.222
O 2.142 2.256 2.493 0.026 0.145 0.163

=====

3.
39
Properties=species:S:1:pos:R:3:forces:R:3 method="wB97M-V/def2-TZVPD" relative_energy_kcal_mol=56.6 gap_ev=9.5 e_homo_ha=-0.36993 energy_ha=-993.6830
O -23.213 -4.421 -5.988 0.412 -1.551 -0.597
H -23.444 -3.528 -6.177 -0.443 1.577 -0.059
H -23.157 -4.853 -6.856 -0.260 -0.088 0.407
O -20.414 -4.820 -2.212 -0.621 1.622 0.053
H -20.136 -5.680 -2.045 0.610 -3.117 0.196
H -20.189 -4.443 -1.377 -0.163 1.372 1.125
O -22.968 -1.671 -6.117 -0.066 -0.004 0.241
H -23.375 -0.960 -5.589 0.258 -0.067 -0.468
H -22.510 -1.319 -6.890 -0.269 0.397 0.294
O -20.509 -3.824 -5.816 -0.610 -1.142 0.795
H -21.415 -3.997 -6.094 -0.472 -0.371 0.198
H -20.205 -3.208 -6.438 1.308 1.422 -1.192
O -23.073 -3.191 -1.601 -0.755 0.080 1.308
H -23.799 -3.408 -2.169 -0.696 -0.330 -0.350
H -22.348 -3.136 -2.197 1.119 0.189 -0.855
O -20.715 -1.270 -1.447 0.079 0.432 0.500
H -20.902 -1.574 -2.336 -0.109 -0.738 -0.382
H -20.349 -0.412 -1.648 0.396 0.571 0.315
O -21.302 -2.488 -3.702 -0.547 0.559 -0.409
H -20.959 -3.205 -4.256 0.515 -0.072 -0.085
H -21.700 -1.905 -4.370 -0.069 -0.282 0.262
O -18.136 -4.444 -3.364 -0.712 0.309 0.575
H -19.013 -4.591 -2.928 0.981 0.840 -0.661
H -17.893 -5.345 -3.528 0.684 -0.763 -0.565
O -23.382 0.427 -3.658 0.124 -0.263 -0.572
H -23.548 0.343 -2.719 -0.095 -0.150 0.409
H -23.437 1.361 -3.868 -0.202 0.214 0.059
O -19.325 -6.322 -5.347 0.428 0.165 0.312
H -19.679 -5.443 -5.104 0.187 -0.699 -0.579
H -19.916 -6.702 -6.002 -0.160 0.183 0.226
O -18.418 -1.191 -4.945 1.362 -0.270 -0.513
H -18.323 -1.296 -4.006 0.362 -0.313 0.724
H -19.322 -0.980 -5.018 -1.709 0.598 -0.250
O -20.624 1.063 -3.868 0.492 -0.846 -0.357
H -20.842 1.932 -3.576 0.031 1.107 0.327
H -21.455 0.592 -3.779 -0.355 -0.294 0.070
O -21.940 -5.960 -3.953 -1.274 -1.534 -1.373
H -21.379 -5.539 -3.339 0.288 1.079 0.677
H -22.379 -5.311 -4.507 -0.050 0.179 0.192

=====

Copy entry 1 word for word.
39
Properties=species:S:1:pos:R:3:forces:R:3 method="wB97M-V/def2-TZVPD" relative_energy_kcal_mol=22.6 gap_ev=9.5 e_homo_ha=-0.35847 energy_ha=-993.7373
O 2.730 -1.860 0.010 -0.075 0.287 0.212
H 3.000 -2.237 0.854 -0.101 -0.036 -0.115
H 1.978 -1.283 0.219 0.166 -0.206 -0.181
O 0.062 -3.932 -0.833 0.030 0.023 0.004
H -0.337 -3.089 -0.576 -0.056 -0.272 -0.036
H -0.211 -4.538 -0.139 0.019 0.080 0.007
O 0.192 -0.140 -1.055 -0.027 0.256 0.607
H 0.141 0.829 -0.964 -0.058 -0.340 -0.217
H -0.272 -0.507 -0.287 -0.001 0.179 -0.135
O 0.662 -2.022 -3.105 0.283 -0.031 0.024
H 1.134 -2.780 -2.735 -0.177 0.082 -0.012
H 0.681 -1.363 -2.394 -0.092 -0.020 -0.166
O -2.086 -2.818 1.008 -0.640 0.282 0.040
H -2.743 -2.094 0.959 0.633 -0.407 -0.027
H -2.595 -3.600 1.253 0.110 0.098 -0.043
O 2.903 2.235 -1.003 -0.546 0.015 0.459
H 2.338 2.035 -0.220 0.499 0.169 -0.369
H 3.569 2.851 -0.682 -0.013 -0.108 -0.069
O 1.749 1.490 -3.505 0.177 0.043 0.311
H 2.031 0.655 -3.899 -0.173 0.018 0.104
H 2.229 1.547 -2.655 -0.076 -0.004 -0.424
O -2.005 -0.414 3.302 -0.133 0.174 -0.098
H -2.814 -0.245 3.796 0.107 -0.049 -0.092
H -2.239 -0.327 2.362 -0.101 -0.137 0.304
O 0.490 -0.753 2.294 0.205 0.321 0.300
H -0.172 -0.779 3.013 0.074 -0.014 -0.400
H 1.344 -0.694 2.741 -0.114 -0.076 -0.077
O -0.328 2.863 -1.561 0.076 0.168 0.031
H -0.536 2.729 -2.498 0.166 -0.140 0.188
H 0.580 3.209 -1.564 -0.152 -0.235 -0.039
O 1.372 2.206 1.337 -0.370 -0.314 0.246
H 0.795 1.472 1.627 0.228 0.158 -0.130
H 0.872 3.011 1.510 0.070 -0.125 -0.028
O -1.855 2.286 0.921 0.357 0.386 -0.550
H -1.499 2.597 0.059 -0.014 -0.149 0.347
H -1.730 3.022 1.531 -0.228 -0.128 -0.027
O -2.996 -0.164 0.485 -0.090 0.695 -0.003
H -3.675 -0.192 -0.201 0.158 0.000 0.110
H -2.760 0.791 0.597 -0.122 -0.641 -0.055

=====

Repeat the second record exactly.
39
Properties=species:S:1:pos:R:3:forces:R:3 method="wB97M-V/def2-TZVPD" relative_energy_kcal_mol=80.5 gap_ev=9.6 e_homo_ha=-0.35652 energy_ha=-993.6450
H -0.479 0.253 0.064 -0.111 0.191 -0.313
H -0.815 0.536 -1.390 -0.141 -0.219 0.355
H 0.140 -2.291 0.299 0.113 0.238 -0.434
H 0.507 -3.295 1.380 0.164 -0.099 -0.036
H 2.831 -3.136 -4.045 0.049 -0.046 0.122
H 1.478 -2.621 -3.581 -0.062 -0.045 0.128
H -3.746 -0.887 -2.340 0.125 0.022 0.035
H -3.661 -2.377 -2.626 0.086 0.073 -0.043
H 1.402 -0.704 3.914 0.053 0.074 0.079
H 2.092 0.195 4.927 -0.053 -0.049 -0.058
H -3.034 0.743 1.433 0.001 0.033 -0.270
H -2.571 2.081 0.880 -0.143 -0.311 0.079
H 0.318 2.418 0.111 0.269 -0.206 -0.010
H -0.931 3.280 0.189 0.103 0.068 -0.186
H 2.180 -0.122 -0.886 -0.372 0.248 0.296
H 1.984 -0.493 0.575 0.060 -0.041 -0.091
H -0.296 0.850 -3.520 0.052 0.015 -0.083
H 0.266 1.900 -2.577 0.101 0.106 0.072
H 2.924 -0.639 -3.910 -0.036 0.020 0.402
H 2.710 -0.516 -2.410 0.150 -0.180 -0.717
H -3.021 1.262 3.528 0.094 0.041 0.072
H -3.515 2.684 3.734 0.052 0.009 -0.062
H -1.820 -2.087 1.164 -0.193 0.161 -0.164
H -2.366 -2.305 2.565 -0.081 0.032 -0.019
H 3.081 2.141 2.310 -0.083 -0.088 -0.174
H 2.074 3.164 2.810 -0.032 -0.077 0.019
O -0.370 -0.104 -0.824 -0.889 -0.809 -0.188
O 0.786 -2.974 0.515 -0.189 0.072 0.326
O 2.409 -2.643 -3.332 -0.225 -0.398 -0.327
O -3.233 -1.538 -2.832 -0.176 -0.067 0.021
O 1.720 -0.688 4.824 -0.021 0.034 -0.079
O -2.897 1.216 0.605 -0.082 -0.114 -0.161
O -0.515 2.592 -0.342 0.031 0.475 0.111
O 1.906 0.246 -0.038 1.204 0.147 0.645
O 0.528 1.279 -3.265 -0.326 0.076 -0.163
O 3.138 -0.079 -3.155 0.432 0.494 0.097
O -2.874 2.168 3.233 -0.089 0.056 0.332
O -2.458 -1.733 1.794 0.140 -0.084 0.222
O 2.142 2.256 2.493 0.026 0.145 0.163